(1)
Computed, not measured: an isolated molecule of C22H21F3N4O5, with ωB97M-V with the def2-TZVPD basis set.

Largest force on an atom ... 0.7 eV/A
HOMO-LUMO gap ... 0.3109 hartree
Relative energy (zero: lowest compared OMol25 entry of this formula, charge and spin) ... 0.0 kcal/mol
SMILES ... CC(C)Cn1c(N)c(C(=O)COC(=O)c2cc(C(F)(F)F)nc3ccccc23)c(=O)n(C)c1=O

```
55
C22H21F3N4O5 | the OMol25 dataset | ωB97M-V with the def2-TZVPD basis set
C -2.324 -2.694 0.447
H -1.910 -3.315 -0.342
H -2.550 -3.323 1.304
H -1.566 -1.972 0.744
C -3.588 -1.983 -0.030
C -4.133 -1.086 1.081
H -4.313 -1.684 1.971
H -3.421 -0.307 1.343
H -5.082 -0.632 0.798
H -4.347 -2.741 -0.257
C -3.336 -1.243 -1.357
N -2.222 -0.302 -1.317
C -2.369 0.996 -0.930
N -3.580 1.485 -0.680
H -4.384 0.893 -0.579
H -3.580 2.455 -0.337
C -1.238 1.824 -0.793
C 0.030 1.386 -1.326
O 1.030 2.070 -1.447
N 0.053 0.064 -1.782
C -0.999 -0.803 -1.779
O -0.901 -1.939 -2.182
C 1.292 -0.454 -2.341
H 1.987 0.377 -2.437
H 1.708 -1.218 -1.684
H 1.094 -0.899 -3.314
C -1.376 3.092 -0.107
O -2.454 3.647 0.095
C -0.121 3.701 0.496
H 0.467 4.221 -0.269
H -0.414 4.417 1.271
O 0.655 2.653 1.056
C 1.976 2.688 0.820
O 2.580 3.691 0.556
C 2.607 1.331 0.848
C 3.808 1.241 0.176
C 4.373 -0.027 -0.028
N 3.824 -1.143 0.363
C 2.673 -1.086 1.054
C 2.113 -2.310 1.477
C 0.954 -2.324 2.198
C 0.322 -1.116 2.536
C 0.835 0.087 2.130
C 2.012 0.145 1.355
H 0.344 1.004 2.409
H -0.577 -1.140 3.134
H 0.523 -3.258 2.524
H 2.639 -3.215 1.219
C 5.660 -0.147 -0.811
F 6.545 0.804 -0.473
F 5.442 -0.003 -2.133
F 6.269 -1.321 -0.647
H 4.272 2.132 -0.215
H -3.062 -1.988 -2.108
H -4.238 -0.732 -1.701
```

Now the Mulliken charges, all in e:
1 C -1.38
2 H 0.38
3 H 0.56
4 H -0.05
5 C 1.34
6 C -1.71
7 H 0.48
8 H 0.26
9 H 0.38
10 H 0.37
11 C -2.18
12 N 0.24
13 C 0.22
14 N -0.28
15 H 0.13
16 H 0.36
17 C -0.40
18 C 0.77
19 O -0.71
20 N 0.14
21 C 0.71
22 O -0.63
23 C -1.35
24 H 0.44
25 H 0.30
26 H 0.38
27 C 1.00
28 O -0.79
29 C -0.80
30 H 0.37
31 H 0.43
32 O -0.28
33 C 0.12
34 O -0.65
35 C 0.64
36 C -0.85
37 C 0.08
38 N -0.55
39 C -0.39
40 C -0.40
41 C -0.31
42 C -0.89
43 C -0.29
44 C 1.11
45 H 0.58
46 H 0.37
47 H 0.44
48 H 0.51
49 C 0.85
50 F -0.27
51 F -0.26
52 F -0.26
53 H 0.50
54 H 0.59
55 H 0.63

---

(2)
Computed, not measured: an isolated molecule of C22H21FN2O, with ωB97M-V with the def2-TZVPD basis set.

Largest force on an atom ... 0.6 eV/A
HOMO-LUMO gap ... 0.3325 hartree
SMILES ... Cc1ccc(NC(=O)CNC(c2ccccc2)c2ccccc2)c(F)c1

```
47
C22H21FN2O | the OMol25 dataset | ωB97M-V with the def2-TZVPD basis set
C -6.653 -0.254 1.150
C -5.297 0.108 0.627
C -4.793 1.397 0.738
C -3.542 1.732 0.250
C -2.749 0.774 -0.373
C -3.270 -0.518 -0.480
C -4.512 -0.857 0.004
H -4.862 -1.871 -0.108
F -2.515 -1.472 -1.088
N -1.482 1.023 -0.887
C -0.765 2.175 -0.882
O -1.133 3.239 -0.438
C 0.601 1.986 -1.548
N 1.014 0.598 -1.479
H 1.679 0.362 -2.206
C 1.534 0.203 -0.173
C 2.903 0.745 0.191
C 3.283 0.726 1.529
C 4.531 1.174 1.916
C 5.421 1.653 0.968
C 5.053 1.676 -0.364
C 3.803 1.222 -0.751
H 3.541 1.252 -1.800
H 5.740 2.048 -1.111
H 6.397 2.007 1.268
H 4.811 1.153 2.959
H 2.589 0.353 2.269
C 1.537 -1.312 -0.122
C 0.485 -1.993 0.475
C 0.459 -3.376 0.486
C 1.488 -4.093 -0.101
C 2.541 -3.421 -0.696
C 2.565 -2.038 -0.708
H 3.395 -1.519 -1.168
H 3.348 -3.976 -1.154
H 1.469 -5.173 -0.093
H -0.366 -3.894 0.951
H -0.320 -1.438 0.935
H 0.817 0.572 0.571
H 1.306 2.689 -1.079
H 0.487 2.275 -2.597
H -0.986 0.228 -1.285
H -3.165 2.736 0.345
H -5.387 2.160 1.218
H -7.106 0.586 1.669
H -7.308 -0.550 0.331
H -6.584 -1.094 1.839
```

Now the Mulliken charges, all in e:
1 C -1.36
2 C 0.81
3 C -0.89
4 C -0.40
5 C 0.17
6 C 0.58
7 C -0.74
8 H 0.44
9 F -0.36
10 N -0.13
11 C 0.49
12 O -0.68
13 C -0.76
14 N -0.48
15 H 0.35
16 C 0.22
17 C 0.07
18 C -0.27
19 C -0.76
20 C -0.42
21 C -0.86
22 C 0.11
23 H 0.30
24 H 0.40
25 H 0.39
26 H 0.41
27 H 0.38
28 C -0.07
29 C -0.08
30 C -0.82
31 C -0.44
32 C -0.73
33 C -0.34
34 H 0.40
35 H 0.40
36 H 0.39
37 H 0.40
38 H 0.34
39 H 0.63
40 H 0.32
41 H 0.54
42 H 0.26
43 H 0.51
44 H 0.32
45 H 0.35
46 H 0.31
47 H 0.33

---

(3)
Computed, not measured: an isolated molecule of C22H21FN2O3S, with ωB97M-V with the def2-TZVPD basis set.

Largest force on an atom ... 0.8 eV/A
HOMO-LUMO gap ... 0.2920 hartree
Relative energy (zero: lowest compared OMol25 entry of this formula, charge and spin) ... 0.0 kcal/mol
SMILES ... O=C(CN1C(=O)/C(=C/c2ccccc2F)Sc2ccccc21)NC[C@@H]1CCCO1

```
50
C22H21FN2O3S | the OMol25 dataset | ωB97M-V with the def2-TZVPD basis set
O -3.896 -0.880 -0.898
C -2.928 -0.535 -1.547
N -2.605 0.736 -1.826
H -1.728 0.907 -2.311
C -3.246 1.860 -1.192
H -3.526 2.604 -1.943
H -4.149 1.494 -0.697
C -2.307 2.513 -0.160
H -1.429 2.910 -0.687
O -2.946 3.613 0.465
C -3.308 3.236 1.778
C -2.195 2.299 2.241
H -2.501 1.656 3.062
H -1.324 2.880 2.545
C -1.900 1.526 0.954
H -0.854 1.232 0.874
H -2.518 0.629 0.903
H -3.395 4.148 2.369
H -4.276 2.714 1.776
C -1.924 -1.548 -2.125
N -0.702 -1.589 -1.332
C 0.262 -0.682 -1.662
O 0.040 0.178 -2.508
C 1.587 -0.747 -1.018
C 2.359 0.357 -1.063
C 3.703 0.542 -0.568
C 4.107 1.821 -0.162
C 5.369 2.085 0.324
C 6.287 1.051 0.406
C 5.929 -0.222 -0.005
C 4.658 -0.474 -0.487
H 4.409 -1.461 -0.841
H 6.648 -1.026 0.044
H 7.280 1.244 0.782
H 5.619 3.089 0.630
F 3.218 2.835 -0.226
H 1.893 1.235 -1.495
S 2.117 -2.283 -0.349
C 0.584 -2.887 0.280
C 0.638 -3.807 1.318
C -0.526 -4.299 1.872
C -1.748 -3.846 1.401
C -1.807 -2.935 0.363
C -0.640 -2.458 -0.234
H -2.770 -2.582 0.033
H -2.666 -4.200 1.843
H -0.479 -5.018 2.675
H 1.605 -4.123 1.678
H -1.648 -1.249 -3.139
H -2.370 -2.543 -2.140
```

Now the Mulliken charges, all in e:
1 O -0.67
2 C 0.81
3 N -0.05
4 H 0.34
5 C -1.00
6 H 0.21
7 H 0.43
8 C 0.25
9 H 0.27
10 O -0.50
11 C -0.52
12 C -0.60
13 H 0.34
14 H 0.28
15 C -0.13
16 H 0.11
17 H 0.19
18 H 0.36
19 H 0.26
20 C -1.60
21 N 0.32
22 C 0.74
23 O -0.78
24 C -0.06
25 C -0.16
26 C 0.44
27 C 0.42
28 C -0.63
29 C -0.34
30 C -0.91
31 C -0.32
32 H 0.53
33 H 0.40
34 H 0.38
35 H 0.45
36 F -0.30
37 H 0.52
38 S -0.52
39 C 0.85
40 C -0.78
41 C -0.56
42 C -1.05
43 C -0.50
44 C 0.29
45 H 0.50
46 H 0.41
47 H 0.39
48 H 0.41
49 H 0.50
50 H 0.60

---

(4)
Computed, not measured: C22H21N4PmS as an isolated structure, with ωB97M-V with the def2-TZVPD basis set.

Largest force on an atom ... 3.0 eV/A
Total charge ... +2
HOMO-LUMO gap (spin up / spin down) ... 0.2192 / 0.2275 hartree
Spin multiplicity ... 5

```
49
C22H21N4PmS | the OMol25 dataset | ωB97M-V with the def2-TZVPD basis set
Pm -0.166 -0.252 0.012
N 2.478 0.326 0.223
C 2.777 1.745 0.126
C 4.127 2.172 0.083
C 4.421 3.499 -0.002
C 3.375 4.455 -0.040
C 2.014 4.057 0.012
C 0.958 4.977 -0.007
C -0.363 4.507 0.071
C -0.588 3.159 0.138
N 0.415 2.231 0.141
C 1.704 2.671 0.093
H 2.930 -0.012 1.075
H 2.992 -0.134 -0.530
H 4.935 1.452 0.111
H 5.456 3.808 -0.038
H 3.600 5.511 -0.106
H 1.176 6.034 -0.082
H -1.205 5.184 0.077
H -1.601 2.779 0.190
C -2.596 -0.072 -0.267
C -3.067 -1.410 0.242
C -3.949 -2.206 -0.489
C -4.383 -3.425 0.010
C -3.946 -3.868 1.253
C -3.078 -3.087 2.000
C -2.634 -1.873 1.494
H -3.032 0.698 0.383
H -3.003 0.097 -1.268
H -4.309 -1.853 -1.448
H -5.081 -4.018 -0.567
H -4.306 -4.807 1.652
H -2.768 -3.415 2.984
H -1.990 -1.232 2.105
N -0.267 -7.684 0.126
C 0.804 -6.955 -0.208
S 2.245 -7.608 -0.659
C 0.641 -5.483 -0.253
C -0.553 -4.876 -0.652
C -0.635 -3.502 -0.702
N 0.371 -2.682 -0.343
C 1.531 -3.276 0.014
C 1.707 -4.636 0.059
H -0.177 -8.687 0.138
H -1.112 -7.276 0.490
H -1.406 -5.465 -0.961
H -1.554 -3.032 -1.028
H 2.355 -2.624 0.282
H 2.666 -5.056 0.325
```

Now the Mulliken charges, all in e:
1 Pm 1.69
2 N -0.44
3 C 0.56
4 C -0.61
5 C -0.75
6 C -0.95
7 C 0.95
8 C -0.33
9 C -0.96
10 C 0.06
11 N -0.46
12 C -0.02
13 H 0.37
14 H 0.41
15 H 0.44
16 H 0.42
17 H 0.43
18 H 0.47
19 H 0.43
20 H 0.33
21 C -1.82
22 C 0.87
23 C -0.52
24 C -0.57
25 C -0.57
26 C -0.82
27 C 0.10
28 H 0.49
29 H 0.41
30 H 0.41
31 H 0.42
32 H 0.48
33 H 0.45
34 H 0.39
35 N -0.36
36 C 0.12
37 S -0.29
38 C 0.86
39 C -0.66
40 C -0.55
41 N -0.37
42 C -0.29
43 C -0.71
44 H 0.22
45 H 0.19
46 H 0.57
47 H 0.72
48 H 0.38
49 H 0.40

---

(5)
Computed, not measured: an isolated molecule of C22H21NO6, with ωB97M-V with the def2-TZVPD basis set.

Largest force on an atom ... 1.0 eV/A
HOMO-LUMO gap ... 0.3129 hartree
Relative energy (zero: lowest compared OMol25 entry of this formula, charge and spin) ... 7.5 kcal/mol
SMILES ... Cc1c(C)c2ccc(OCC(=O)N[C@@H](Cc3ccccc3)C(=O)O)cc2oc1=O

```
50
C22H21NO6 | the OMol25 dataset | ωB97M-V with the def2-TZVPD basis set
C 4.642 1.645 -0.802
C 3.616 0.657 -0.340
C 3.345 0.394 0.969
C 2.243 -0.477 1.288
C 1.635 -0.576 2.548
C 0.473 -1.285 2.716
C -0.098 -1.988 1.643
C 0.568 -2.034 0.432
C 1.674 -1.214 0.243
O 2.091 -1.065 -1.032
C 2.833 0.020 -1.379
O 2.776 0.370 -2.545
H 0.202 -2.583 -0.420
O -1.335 -2.505 1.856
C -1.994 -3.166 0.797
C -2.162 -2.397 -0.524
O -2.381 -3.004 -1.550
N -2.081 -1.053 -0.450
H -1.841 -0.598 0.419
C -1.951 -0.234 -1.638
H -2.145 -0.878 -2.501
C -2.948 0.942 -1.617
C -2.734 1.820 -0.416
C -1.930 2.949 -0.494
C -1.693 3.723 0.628
C -2.258 3.377 1.844
C -3.070 2.260 1.930
C -3.307 1.487 0.807
H -3.952 0.622 0.876
H -3.520 1.988 2.874
H -2.070 3.979 2.720
H -1.064 4.597 0.553
H -1.485 3.224 -1.439
H -2.819 1.514 -2.536
H -3.956 0.524 -1.603
C -0.506 0.281 -1.714
O 0.057 0.773 -0.765
O 0.032 0.094 -2.898
H 1.007 0.290 -2.925
H -1.495 -4.113 0.552
H -2.990 -3.400 1.186
H -0.045 -1.290 3.661
H 2.044 -0.030 3.383
C 4.107 1.048 2.077
H 5.080 1.385 1.734
H 3.554 1.913 2.444
H 4.245 0.355 2.904
H 4.573 1.746 -1.882
H 5.647 1.310 -0.546
H 4.477 2.619 -0.346
```

Now the Mulliken charges, all in e:
1 C -1.83
2 C 0.53
3 C 1.34
4 C 0.92
5 C -0.78
6 C -1.14
7 C -0.11
8 C 0.07
9 C -0.07
10 O -0.46
11 C 0.64
12 O -0.79
13 H 0.70
14 O -0.49
15 C -0.43
16 C 0.48
17 O -0.68
18 N 0.04
19 H 0.34
20 C 0.00
21 H 0.70
22 C -1.41
23 C 0.54
24 C -0.31
25 C -0.70
26 C -0.50
27 C -0.69
28 C -0.20
29 H 0.40
30 H 0.40
31 H 0.41
32 H 0.39
33 H 0.40
34 H 0.50
35 H 0.44
36 C -0.05
37 O -0.44
38 O -0.60
39 H 0.53
40 H 0.35
41 H 0.33
42 H 0.46
43 H 0.40
44 C -2.08
45 H 0.46
46 H 0.37
47 H 0.49
48 H 0.34
49 H 0.39
50 H 0.37

---

Repeat the second record exactly.
Computed, not measured: an isolated molecule of C22H21FN2O, with ωB97M-V with the def2-TZVPD basis set.

Largest force on an atom ... 0.6 eV/A
HOMO-LUMO gap ... 0.3325 hartree
SMILES ... Cc1ccc(NC(=O)CNC(c2ccccc2)c2ccccc2)c(F)c1

```
47
C22H21FN2O | the OMol25 dataset | ωB97M-V with the def2-TZVPD basis set
C -6.653 -0.254 1.150
C -5.297 0.108 0.627
C -4.793 1.397 0.738
C -3.542 1.732 0.250
C -2.749 0.774 -0.373
C -3.270 -0.518 -0.480
C -4.512 -0.857 0.004
H -4.862 -1.871 -0.108
F -2.515 -1.472 -1.088
N -1.482 1.023 -0.887
C -0.765 2.175 -0.882
O -1.133 3.239 -0.438
C 0.601 1.986 -1.548
N 1.014 0.598 -1.479
H 1.679 0.362 -2.206
C 1.534 0.203 -0.173
C 2.903 0.745 0.191
C 3.283 0.726 1.529
C 4.531 1.174 1.916
C 5.421 1.653 0.968
C 5.053 1.676 -0.364
C 3.803 1.222 -0.751
H 3.541 1.252 -1.800
H 5.740 2.048 -1.111
H 6.397 2.007 1.268
H 4.811 1.153 2.959
H 2.589 0.353 2.269
C 1.537 -1.312 -0.122
C 0.485 -1.993 0.475
C 0.459 -3.376 0.486
C 1.488 -4.093 -0.101
C 2.541 -3.421 -0.696
C 2.565 -2.038 -0.708
H 3.395 -1.519 -1.168
H 3.348 -3.976 -1.154
H 1.469 -5.173 -0.093
H -0.366 -3.894 0.951
H -0.320 -1.438 0.935
H 0.817 0.572 0.571
H 1.306 2.689 -1.079
H 0.487 2.275 -2.597
H -0.986 0.228 -1.285
H -3.165 2.736 0.345
H -5.387 2.160 1.218
H -7.106 0.586 1.669
H -7.308 -0.550 0.331
H -6.584 -1.094 1.839
```

Now the Mulliken charges, all in e:
1 C -1.36
2 C 0.81
3 C -0.89
4 C -0.40
5 C 0.17
6 C 0.58
7 C -0.74
8 H 0.44
9 F -0.36
10 N -0.13
11 C 0.49
12 O -0.68
13 C -0.76
14 N -0.48
15 H 0.35
16 C 0.22
17 C 0.07
18 C -0.27
19 C -0.76
20 C -0.42
21 C -0.86
22 C 0.11
23 H 0.30
24 H 0.40
25 H 0.39
26 H 0.41
27 H 0.38
28 C -0.07
29 C -0.08
30 C -0.82
31 C -0.44
32 C -0.73
33 C -0.34
34 H 0.40
35 H 0.40
36 H 0.39
37 H 0.40
38 H 0.34
39 H 0.63
40 H 0.32
41 H 0.54
42 H 0.26
43 H 0.51
44 H 0.32
45 H 0.35
46 H 0.31
47 H 0.33